Record 1
# C2H8O2

3 unconnected molecules or ions with the total composition C2H8O2 (ωB97M-V/def2-TZVPD, the Open Molecules 2025 dataset).

Computed properties:
Multiplicity: 1
HOMO level, eV: -10.4

Cartesian coordinates (Å):
H -1.13 -2.14 0.26
C -0.62 -0.55 1.52
H 2.10 0.75 -0.55
H 2.25 1.87 -1.58
O -1.39 1.30 -1.15
H 0.52 -2.25 1.03
H 0.14 -0.16 2.19
H -0.55 1.08 -0.78
C -0.43 -1.74 0.98
H -1.46 0.78 -1.95
H -1.46 0.13 1.51
O 2.02 0.93 -1.50

Atomic partial charges in e from the Mulliken method, atoms 1 to 2: 0.241, -0.652


Record 2
# C15H14N4O2S

A single C15H14N4O2S molecule (ωB97M-V/def2-TZVPD, the Open Molecules 2025 dataset).

Computed properties:
Multiplicity: 1
HOMO level, eV: -9.1

Cartesian coordinates (Å):
N -3.60 -1.88 0.09
C -1.43 -1.35 0.20
C -2.78 -0.87 0.09
C -4.53 0.65 -0.71
C 4.16 0.42 -0.52
H -2.65 3.73 0.64
C -3.18 2.86 0.26
H -0.38 -4.28 -0.56
H 6.62 1.85 1.39
O -2.88 -3.02 0.21
C -3.30 0.49 -0.06
C -5.06 1.91 -0.87
H 6.15 0.95 -0.89
H -5.04 -0.23 -1.08
C -4.39 3.02 -0.39
C -0.15 -0.63 0.24
C 2.09 -0.70 -0.64
C -2.63 1.61 0.43
H -1.69 1.50 0.95
H -4.81 4.01 -0.52
H 4.94 1.55 1.86
C 5.75 1.22 1.22
C -1.58 -2.72 0.26
H -6.01 2.03 -1.38
S 2.60 0.70 0.26
C -0.61 -3.84 0.41
O 0.10 0.35 0.91
H -1.06 -4.62 1.02
N 4.17 -0.60 -1.30
C 5.34 1.28 -0.25
H 5.09 2.32 -0.51
H 6.01 0.20 1.49
N 0.82 -1.20 -0.56
H 0.31 -3.49 0.87
H 0.61 -1.99 -1.16
N 3.01 -1.24 -1.38

Atomic partial charges in e from the Mulliken method, atoms 1 to 2: -0.621, 0.655


So what do the calculations give for molar mass? Going down the list: 64.08; 314.37 g mol⁻¹.
So what do the calculations give for orbital gap? Going down the list: 0.40617; 0.35310 hartree.
So what do the calculations give for ΔE to the lowest compared entry with this formula, charge and spin? Going down the list: 18.0; 56.4 kcal per mole.